{
  "formula": "C4H14NO2",
  "method": "ωB97M-V with the def2-TZVPD basis set",
  "total_charge": 1,
  "homo_lumo_gap_ev": 12.16,
  "multiplicity": 1,
  "e_homo_ev": -15.03,
  "symbols": ["O", "C", "C", "N", "C", "C", "H", "H", "H", "H", "H", "H", "H", "H", "H", "H", "H", "H", "H", "H", "O"],
  "coordinates": [[1.24194, 1.53509, 0.33417], [1.74682, 0.39536, -0.35530], [0.85389, -0.82846, -0.08203], [-0.55399, -0.35204, 0.09138], [-1.45539, -1.20872, 0.91166], [0.90466, -1.87109, -1.18858], [1.70516, 1.62604, 1.17403], [2.75990, 0.19196, -0.03929], [1.76201, 0.61525, -1.42087], [1.16093, -1.28329, 0.86035], [-0.55506, 0.60584, 0.47444], [-0.96583, -0.22679, -0.83446], [-2.32127, -0.60060, 1.15443], [-0.93044, -1.37507, 1.85279], [-1.63600, -2.15759, 0.42404], [1.92274, -2.24161, -1.28412], [0.15691, -2.63077, -1.06717], [0.67014, -1.40408, -2.15366], [-2.59738, 2.03969, -0.61945], [-2.16567, 2.81892, 0.60571], [-2.17500, 1.93242, 0.23691]],
  "nbo_charge": [-0.722, -0.084, -0.071, -0.520, -0.417, -0.632, 0.492, 0.208, 0.195, 0.216, 0.491, 0.422, 0.253, 0.224, 0.231, 0.254, 0.229, 0.218, 0.487, 0.499, -0.973]
}

{
  "formula": "H5N2OP",
  "method": "ωB97M-V with the def2-TZVPD basis set",
  "homo_lumo_gap_ev": [8.79, 8.16],
  "multiplicity": 1,
  "e_homo_ev": [-9.73, -8.52],
  "symbols": ["N", "N", "O", "P", "H", "H", "H", "H", "H"],
  "coordinates": [[0.00069, -0.79199, -1.94667], [0.05196, 1.85291, 0.69435], [-0.28397, -1.37172, -0.75576], [0.54649, -2.41646, 0.12307], [-0.06747, 2.19219, 1.66506], [-0.90806, -0.27278, -2.03120], [0.99504, 1.99431, 0.33999], [-0.15152, 0.87122, 0.63321], [-0.18316, -2.05769, 1.27793]],
  "nbo_charge": [-0.220, -1.088, -0.611, 0.629, 0.366, 0.297, 0.364, 0.357, -0.095]
}

{
  "formula": "C33H36As2Cl2CrNO8P",
  "method": "ωB97M-V with the def2-TZVPD basis set",
  "total_charge": 2,
  "homo_lumo_gap_ev": [7.36, 7.62],
  "multiplicity": 5,
  "s2": 6.038,
  "e_homo_ev": [-13.57, -13.69],
  "symbols": ["Cr", "N", "C", "C", "C", "C", "C", "C", "P", "C", "C", "C", "C", "C", "C", "C", "C", "C", "C", "C", "C", "H", "H", "H", "H", "H", "H", "H", "H", "H", "H", "H", "H", "H", "H", "H", "H", "Cl", "C", "Cl", "H", "H", "C", "O", "C", "O", "C", "C", "As", "C", "C", "C", "As", "C", "C", "O", "O", "C", "C", "O", "O", "C", "C", "O", "O", "C", "H", "H", "H", "H", "H", "H", "H", "H", "H", "H", "H", "H", "H", "H", "H", "H", "H", "H"],
  "coordinates": [[-1.30239, 0.54102, 1.70643], [-2.07571, 2.38305, 0.85569], [-1.12658, 3.43538, 0.65746], [-1.58068, 4.72371, 0.35374], [-0.69256, 5.79578, 0.25417], [0.64081, 5.53979, 0.23625], [1.11767, 4.23480, 0.45961], [0.25384, 3.18644, 0.77842], [0.78029, 1.67950, 1.66908], [1.26874, 2.29485, 3.26847], [0.60185, 3.42100, 3.87107], [1.04380, 3.92409, 5.09651], [2.22790, 3.42235, 5.66858], [2.78605, 2.20067, 5.18134], [2.31490, 1.64522, 3.96489], [2.25987, 1.09297, 0.76426], [2.05529, 0.16382, -0.25929], [3.09306, -0.10978, -1.10654], [4.37075, 0.48213, -0.92032], [4.56652, 1.39481, 0.07626], [3.50029, 1.76417, 0.92343], [-2.89527, 2.72903, 1.34895], [-2.33635, 2.01364, -0.09611], [-2.68276, 4.82978, 0.15545], [-1.11014, 6.80479, 0.01937], [1.26815, 6.39071, 0.02532], [2.14017, 3.99723, 0.29937], [-0.28586, 3.85790, 3.40004], [0.41297, 4.60224, 5.71747], [2.68080, 3.79278, 6.59280], [3.51506, 1.63724, 5.74306], [2.72129, 0.71809, 3.60377], [1.08073, -0.38566, -0.29032], [2.82760, -0.74995, -1.95114], [5.15439, 0.25478, -1.62899], [5.48934, 1.93516, 0.24955], [3.63549, 2.51480, 1.73840], [-3.40152, -0.63920, 2.64057], [-2.73240, -0.34108, 4.33419], [-1.14371, 0.57757, 4.23563], [-2.58993, -1.35408, 4.71135], [-3.44263, 0.29997, 4.80215], [-2.72682, 2.09946, -4.03137], [-2.33867, 0.73268, -3.77417], [-2.36090, 0.35926, -2.45700], [-2.69685, 1.17286, -1.57865], [-1.86844, -0.95031, -2.24666], [-1.93301, -2.04933, -3.04627], [-0.65713, -3.54346, -2.98390], [0.71708, -2.64049, -4.05413], [0.32974, -3.20615, -1.24553], [-0.39892, -2.79763, -0.17096], [-1.77696, -1.33726, -0.24784], [-3.20641, -2.74488, -0.15528], [0.00871, -3.08223, 1.19149], [-0.02147, -2.23402, 2.07522], [0.25720, -4.40654, 1.44369], [0.55924, -4.75101, 2.76754], [1.66141, -3.88634, -1.19479], [2.01422, -4.75147, -1.98699], [2.48901, -3.42248, -0.26409], [3.88258, -3.75313, -0.41394], [-2.97991, -2.37312, -4.08623], [-3.77775, -3.30386, -3.94748], [-2.89991, -1.60025, -5.17229], [-3.62427, -2.11075, -6.30925], [-2.46909, 2.33446, -5.04958], [-2.20375, 2.77284, -3.30748], [-3.80400, 2.20961, -3.89714], [0.21018, -2.23054, -4.93280], [1.37612, -3.50142, -4.32866], [1.18608, -1.81963, -3.47866], [-3.25254, -3.25198, -1.13278], [-4.20726, -2.27715, 0.02925], [-2.97215, -3.42457, 0.67568], [1.22863, -4.01922, 3.20437], [0.96990, -5.80114, 2.74042], [-0.37426, -4.83086, 3.34903], [4.45303, -3.03028, 0.16751], [4.19374, -3.67927, -1.44014], [4.07106, -4.85486, -0.13798], [-3.82979, -1.27417, -7.01046], [-4.62061, -2.51399, -5.96990], [-3.01618, -2.92894, -6.74223]],
  "mulliken_charge": [0.409, -0.059, -0.143, -0.404, -0.796, -0.814, -0.469, -0.182, 2.347, 0.231, -0.349, -0.545, -0.619, -0.613, -0.503, 0.351, -0.063, -0.092, -0.976, -0.754, -0.531, 0.326, 0.568, 0.398, 0.375, 0.451, 0.602, 0.376, 0.363, 0.391, 0.448, 0.505, -0.249, 0.293, 0.483, 0.449, 0.429, -0.119, -0.533, -0.086, 0.395, 0.401, -0.624, -0.223, 0.055, -0.796, 1.042, -0.125, 0.170, -0.979, 0.941, -0.193, 1.539, -1.163, -0.333, -0.496, -0.242, -0.732, 0.017, -0.583, -0.135, -0.827, -0.194, -0.561, -0.197, -0.744, 0.265, 0.206, 0.317, 0.502, 0.356, 0.129, 0.386, 0.405, 0.406, 0.331, 0.265, 0.318, 0.269, 0.352, 0.299, 0.246, 0.342, 0.302]
}